Computed, not measured: C19H37N3 in the gas phase, with the ωB97M-V functional and the def2-TZVPD basis.

Geometry as XYZ:
```
59
Properties=species:S:1:pos:R:3:forces:R:3
N 4.639 -0.405 -0.061 0.02 -0.03 0.19
H -0.296 1.698 -1.263 -0.07 0.07 -0.11
H 2.904 -0.713 -1.153 -0.07 -0.09 0.09
C -2.256 0.036 1.407 -0.09 -0.21 0.08
C 4.007 -2.572 -0.973 -0.29 0.15 0.16
H -5.925 -1.098 -2.873 0.00 -0.01 -0.11
H 1.894 2.560 0.672 -0.04 -0.03 -0.01
H 4.871 -1.252 1.875 0.04 0.02 -0.04
H 3.164 -3.216 -1.232 0.02 0.04 -0.07
C -5.383 -1.331 -1.957 0.03 0.13 0.18
H 2.111 1.694 -2.088 0.03 0.01 0.05
C 0.071 1.884 -0.252 0.50 -0.10 0.36
H -8.185 -1.572 0.053 -0.08 -0.01 0.06
H -4.743 1.187 1.165 0.04 0.08 -0.06
C -4.591 0.318 0.522 0.00 -0.27 0.03
H 6.300 -0.434 1.191 -0.02 0.02 0.05
H 6.545 -2.929 1.136 0.05 0.05 -0.05
H -1.491 -0.645 -0.395 -0.13 -0.15 -0.12
C -6.256 -1.084 -0.763 -0.19 -0.07 -0.08
H 0.936 3.870 -1.921 -0.07 0.00 -0.11
H -5.105 -2.384 -1.998 0.03 -0.09 -0.07
H 2.397 4.333 -1.041 0.07 0.09 -0.04
H -8.161 -1.348 -1.701 -0.08 -0.02 -0.09
H 5.128 1.425 0.747 -0.05 -0.02 0.05
H 3.460 0.923 1.103 0.03 0.03 0.05
C 5.945 -2.408 0.386 0.01 0.19 0.33
H 4.314 -3.546 0.778 0.08 -0.02 -0.10
C 5.446 -1.070 0.945 0.23 -0.19 -0.16
C -3.585 -0.639 1.191 0.08 0.29 -0.24
H 0.814 4.560 -0.299 -0.08 0.13 0.04
H -6.609 -0.276 1.114 -0.19 -0.06 0.06
H 4.044 2.802 -0.731 0.00 -0.04 -0.07
H -2.063 0.128 3.530 -0.02 0.00 0.11
H 0.377 0.764 1.563 0.08 -0.02 0.04
H 6.568 -2.213 -0.491 0.08 0.03 0.08
C -2.148 0.813 2.685 0.13 -0.03 -0.15
H 2.867 -1.434 0.475 -0.02 0.05 -0.05
C -5.905 -0.364 0.295 0.03 0.18 0.06
H -1.290 1.477 2.691 0.07 0.10 0.08
C 4.245 0.935 0.328 0.10 0.16 -0.34
H -7.491 -2.815 -0.997 -0.06 -0.12 -0.04
H -4.162 0.672 -0.417 0.03 0.05 0.04
C 1.475 2.494 -0.339 -0.40 0.20 -0.20
H -0.605 2.597 0.224 -0.10 0.03 -0.04
H -3.464 -1.513 0.549 -0.03 -0.05 0.03
H -3.046 1.410 2.835 -0.07 0.08 0.08
C -7.604 -1.741 -0.850 0.10 0.07 0.12
C 3.759 1.749 -0.881 0.08 0.06 0.36
H -4.473 -0.740 -1.929 0.13 0.03 -0.07
N 4.864 -3.278 -0.036 -0.07 -0.28 0.13
N 2.331 1.597 -1.102 -0.09 -0.01 -0.30
C 0.063 0.570 0.536 -0.24 0.20 -0.16
H 0.793 -0.100 0.081 0.05 0.00 0.10
C 1.402 3.905 -0.937 0.20 -0.27 0.24
H 4.597 -2.381 -1.873 -0.10 0.01 -0.06
H 4.293 1.381 -1.759 0.03 0.06 0.03
C -1.292 -0.067 0.499 0.17 0.00 0.11
C 3.503 -1.240 -0.411 0.13 -0.28 -0.43
H -3.995 -0.972 2.147 -0.03 -0.11 0.02
```
Forces are in eV/Å.

## Properties
SMILES string = CC(C)=CCC/C(C)=C/CC[C@H](C)NCCN1CCNCC1
gap between HOMO and LUMO = 9.19 eV
energy above the lowest of the compared OMol25 structures with the same formula, charge and spin = 14.9 kJ/mol

Now the Mulliken charges, all in e: 0.044 0.338 0.432 0.952 -1.186 0.449 0.347 0.329 0.414 -1.391 0.286 -0.910 0.335 0.391 -0.640 0.408 0.399 0.278 1.109 0.355 0.308 0.397 0.330 0.493 0.256 -0.900 0.296 -0.522 -0.873 0.409 0.256 0.303 0.290 0.403 0.331 -1.550 0.195 -0.612 0.403 -0.472 0.328 0.226 0.200 0.331 0.384 0.360 -1.362 -1.078 0.228 -0.377 -0.059 0.174 -0.436 -1.574 0.360 0.509 -0.848 -0.244 0.400

Computed, not measured: C19H37N3 in the gas phase, with the ωB97M-V functional and the def2-TZVPD basis.

Geometry as XYZ:
```
59
Properties=species:S:1:pos:R:3:forces:R:3
H -1.805 -0.443 3.507 -0.07 0.14 -0.06
C 1.160 -0.083 3.695 -0.04 0.36 0.02
C 1.343 1.118 -2.591 -0.15 -0.07 0.14
H -1.990 0.260 -5.419 -0.11 0.01 0.01
H -1.822 1.047 2.536 0.02 -0.05 -0.10
N -3.449 0.581 5.502 -0.17 -0.22 0.10
C -0.316 -1.372 0.509 0.00 0.47 -0.06
H -0.826 1.272 -7.533 -0.09 0.05 -0.08
H 2.245 -2.319 1.047 -0.01 -0.13 0.00
H -1.244 -1.237 1.068 0.02 -0.06 0.02
H -0.206 1.243 6.340 0.05 -0.04 0.03
H -0.132 -2.446 0.423 -0.02 -0.12 0.04
C 0.101 0.288 -5.879 0.04 0.12 -0.14
C -3.296 1.007 4.122 0.16 -0.14 -0.31
H 2.379 -1.005 -0.127 0.12 -0.04 -0.07
H 2.169 0.400 -6.086 0.05 0.16 -0.11
H 1.240 1.478 -3.613 0.02 0.10 -0.03
C 0.585 -1.160 -1.843 -0.16 0.19 -0.08
H 2.455 -1.936 -5.461 -0.05 -0.08 -0.01
H -1.332 -1.308 -5.884 -0.10 -0.08 -0.01
C -2.369 1.125 6.304 0.30 -0.21 0.13
H -1.449 -1.132 -1.288 -0.03 0.09 0.01
C 1.336 -0.152 -5.669 -0.03 -0.15 -0.04
H -2.483 2.213 6.311 0.07 -0.01 0.08
C -0.166 1.515 -6.700 0.16 -0.08 0.06
H 0.755 1.935 -7.096 0.05 0.06 -0.05
H 0.771 0.356 1.182 -0.04 0.00 -0.03
C 1.725 -1.364 -4.881 0.17 0.13 0.06
H 1.154 -0.572 4.671 0.08 0.01 -0.03
C -0.497 -0.766 -0.887 0.05 -0.21 0.01
C 2.189 -1.239 0.916 -0.13 0.31 0.12
H -0.990 -0.649 -4.283 -0.06 -0.08 0.09
H -0.574 0.317 -0.797 -0.08 0.04 -0.02
H 2.968 -0.778 1.521 0.11 0.01 0.05
C 2.365 -1.000 -3.528 -0.19 -0.28 -0.09
N -0.899 1.267 4.382 -0.03 -0.12 0.01
H -2.468 0.754 7.327 0.03 0.07 0.00
H -4.084 0.545 3.523 0.01 0.06 -0.03
H 0.532 1.525 -1.996 -0.05 0.12 0.04
H 2.771 -1.914 -3.086 0.07 0.04 0.03
H -3.426 2.092 4.101 -0.03 0.00 -0.10
H 2.212 0.130 3.440 -0.02 -0.02 0.08
C -0.987 0.770 5.740 -0.23 0.25 0.12
C -1.918 0.654 3.550 -0.49 0.11 0.14
H -3.409 -0.435 5.540 -0.06 0.11 0.02
H 2.286 1.500 -2.195 0.09 0.08 0.01
N 0.519 -0.973 2.743 0.09 -0.27 0.20
H -0.664 2.273 -6.094 -0.09 0.09 0.00
C -1.124 -0.392 -5.331 0.11 -0.04 0.03
H 0.360 1.736 2.832 0.09 0.07 0.00
C 1.364 -0.380 -2.585 0.13 -0.03 -0.04
C 0.808 -0.727 1.334 -0.10 -0.33 -0.11
H 3.192 -0.308 -3.700 0.10 -0.01 0.02
H 0.860 -2.003 -4.703 0.01 -0.09 0.00
H -0.855 -0.327 5.794 0.02 0.05 0.03
H 0.709 -2.234 -1.933 0.13 -0.18 -0.05
H 0.748 -1.938 2.959 -0.02 0.08 0.01
H 1.047 1.921 4.451 0.05 0.03 -0.10
C 0.431 1.272 3.819 0.27 -0.28 0.04
```
Forces are in eV/Å.

## Properties
SMILES string = CC(C)=CCC/C(C)=C/CC[C@H](C)NCCN1CCNCC1
gap between HOMO and LUMO = 8.59 eV
energy above the lowest of the compared OMol25 structures with the same formula, charge and spin = 28.9 kJ/mol

Now the Mulliken charges, all in e: 0.264 -0.631 -1.769 0.402 0.274 -0.366 -1.113 0.418 0.334 0.321 0.437 0.361 1.169 -1.148 0.239 0.260 0.393 -0.518 0.416 0.316 -1.034 0.349 -0.709 0.359 -1.596 0.365 0.110 -0.630 0.552 -0.555 -1.444 0.087 0.401 0.412 -1.248 0.126 0.405 0.418 0.357 0.390 0.371 0.297 -0.476 -0.143 0.300 0.345 -0.058 0.356 -1.156 0.425 1.205 0.376 0.519 0.361 0.321 0.248 0.295 0.428 -1.192

Computed, not measured: a molecular structure, C19H38AsN2O7P2Sn in a non-equilibrium geometry, with the ωB97M-V functional and the def2-TZVPD basis.

Geometry as XYZ:
```
70
Properties=species:S:1:pos:R:3:forces:R:3
O -0.888 1.881 2.016 3.20 -1.55 5.34
H 4.253 0.664 -1.013 0.27 0.01 0.12
C 0.276 -0.730 -3.641 8.55 -3.35 -0.99
H 4.559 -0.932 -1.769 -0.07 0.15 -0.02
As -1.522 -1.743 -1.638 -1.26 -2.39 0.73
H 0.696 0.243 4.495 0.04 0.04 -0.15
C 2.869 1.789 3.169 -0.12 0.58 -0.09
H 3.719 -0.392 -4.081 -0.04 0.13 -0.06
C -1.423 2.808 0.061 -3.07 5.42 1.96
P -1.062 -0.923 2.253 -1.04 -1.98 2.83
H 3.477 0.057 0.742 -0.42 0.24 1.28
H -0.080 -0.299 -4.581 1.07 -0.44 -0.86
H -0.487 -3.903 -2.536 0.25 0.34 0.35
C -0.141 -3.131 -1.818 -0.19 -0.54 -0.21
H 0.044 -3.600 -0.830 -0.17 0.26 -0.28
H 3.618 1.259 3.765 -0.16 -0.18 -0.13
H -1.353 0.272 -1.614 0.27 3.25 -1.42
H 3.883 1.268 -3.444 0.08 -0.05 -0.06
C -1.982 -2.487 1.983 0.13 0.11 -0.23
H 0.797 -2.672 -2.193 -0.35 -0.24 0.33
O -0.888 1.881 -0.569 0.75 2.35 6.35
H 1.197 -1.290 -3.820 0.84 0.49 -0.12
C -2.569 4.790 0.724 1.88 -3.24 0.48
H -2.236 -1.364 -4.065 0.40 -0.22 0.09
O -2.324 4.366 3.089 0.35 -0.58 1.45
H -3.870 -1.533 -0.638 0.49 -0.32 -0.10
H 2.424 -1.329 1.050 -0.07 -0.02 0.07
H 2.376 0.777 -4.214 0.04 -0.18 0.27
H -2.947 -2.870 0.166 -0.21 0.16 -1.82
C -1.814 -0.703 -3.281 -7.26 0.76 -0.24
O -2.324 4.366 -1.642 0.41 -0.68 -1.04
H -2.524 0.125 -3.074 -0.87 -1.41 -0.10
H -0.560 1.868 -1.635 1.69 0.14 -4.23
H -1.371 1.270 -3.102 0.73 0.81 0.08
H -0.116 -2.040 4.229 0.09 -0.04 0.01
O 1.346 0.618 -0.580 2.76 0.29 0.33
C 1.212 -0.403 3.775 -0.42 0.16 0.05
N 2.746 -0.032 -2.275 -1.30 0.38 0.78
C -2.117 4.008 -0.497 -0.82 1.30 2.17
H -2.924 -2.290 1.463 0.37 0.35 1.01
H 2.088 -0.813 4.290 0.10 0.24 -0.22
C 3.802 -0.287 -1.313 -0.09 -0.27 -0.52
H -1.393 -3.173 1.367 0.05 0.01 0.08
C -2.117 4.008 1.945 -1.07 1.72 -2.69
H 3.402 -0.786 -0.425 0.32 -0.11 -1.56
H -2.363 -0.779 4.334 0.17 -0.26 -0.18
C -2.159 -0.122 3.484 0.02 0.38 0.19
N 0.445 0.340 -2.669 1.83 -0.47 1.04
H -0.848 -0.285 -3.631 -8.26 1.66 0.08
H 3.661 -0.876 2.236 -0.12 0.00 0.10
P 1.720 0.630 2.333 2.74 -0.56 1.60
O -3.177 5.842 0.724 -1.36 2.36 -0.08
C -0.783 0.976 -2.228 1.04 -0.14 -7.42
H -3.115 0.143 3.024 0.30 0.06 -0.13
C 0.291 -1.539 3.344 -0.20 -0.61 0.59
C 2.931 -0.482 1.522 0.25 0.17 0.76
H 2.316 2.460 3.834 -0.03 -0.06 -0.16
C -3.183 -2.388 -0.805 -0.50 -0.44 -0.57
H -3.668 -3.127 -1.476 0.30 0.46 0.30
C 3.195 0.427 -3.583 -0.01 -0.05 0.00
H -0.469 -1.437 -3.259 4.24 -1.53 -1.78
H -1.909 0.618 0.724 -2.85 -1.22 0.98
H 0.864 -2.292 2.791 -0.11 0.04 -0.08
C 1.503 0.326 -1.767 -0.41 -1.05 -4.30
Sn -0.158 0.618 0.724 -1.21 -0.30 0.47
H 3.393 2.404 2.431 -0.13 -0.06 0.05
O -0.900 -0.666 -0.560 0.70 -4.86 0.37
H -1.706 0.798 3.866 -0.13 -0.11 -0.21
H -2.212 -2.990 2.927 0.23 0.30 0.06
C -1.423 2.808 1.386 -2.59 4.38 -0.72
```
Forces are in eV/Å.

## Properties
gap between HOMO and LUMO (alpha / beta) = 2.74 / 2.77 eV
total charge = -1

Now the Mulliken charges, all in e: -0.706 0.307 -1.343 0.499 1.150 0.430 -1.472 0.435 1.356 2.576 -0.091 0.282 0.574 -3.035 0.261 0.433 0.872 0.343 -2.029 0.295 -0.782 0.635 0.149 0.365 -0.758 0.520 0.407 0.328 0.258 -1.374 -0.730 0.739 0.263 1.077 0.540 -0.183 -1.147 0.439 -0.279 0.323 0.646 -1.543 0.345 -0.363 0.369 0.468 -1.692 0.930 0.401 0.551 1.630 -0.785 -2.732 0.382 -1.480 -1.603 0.410 -1.438 0.442 -1.281 -0.040 0.090 0.208 0.652 0.769 0.386 0.673 0.434 0.507 -0.258